DFT (ωB97M-V/def2-TZVPD) results for C21H22N4O3S in the gas phase in a non-equilibrium geometry.

The value obtained for the total energy is -1656.396211 a.u. Its spin multiplicity is 1. The LUMO energy comes out at -0.153 eV. The HOMO-LUMO gap comes out at 8.00 eV.

Each line ends with the Löwdin charge.
CARTESIAN COORDINATES (ANGSTROEM)
C  -2.993  -4.463  -0.348  -0.016
C  -2.513  -3.040  -0.652  -0.552
C  -1.687  -3.023  -1.943  -0.005
C  -1.646  -2.521  0.512  -0.059
C  -1.502  -1.043  0.408  -0.084
C  -2.664  -0.307  0.196  -0.044
C  -2.589  1.096  0.118  -0.133
C  -3.722  1.981  -0.048  -0.204
C  -3.708  3.336  -0.284  -0.001
C  -5.055  3.742  -0.349  -0.052
C  -5.794  2.615  -0.142  -0.106
O  -5.002  1.549  0.040  0.037
N  -1.422  1.740  0.208  0.123
C  -0.332  1.031  0.371  -0.508
S  1.246  1.780  0.479  1.080
C  1.979  0.203  0.680  -0.376
C  3.340  -0.117  0.840  -0.337
N  4.291  0.833  0.913  0.046
C  5.698  0.518  0.952  -0.192
C  6.283  0.239  -0.436  -0.169
C  6.194  1.452  -1.366  -0.288
O  6.869  1.246  -2.583  -0.065
N  3.692  -1.400  0.955  0.139
C  2.735  -2.314  0.927  -0.207
N  1.443  -2.126  0.792  0.125
C  1.056  -0.849  0.665  -0.241
C  -0.283  -0.371  0.489  -0.102
C  -3.892  -1.151  0.018  -0.124
O  -3.662  -2.217  -0.876  -0.075
H  -3.572  -4.839  -1.187  0.085
H  -3.629  -4.464  0.535  0.085
H  -2.145  -5.118  -0.174  0.087
H  -0.845  -3.705  -1.865  0.089
H  -2.315  -3.322  -2.779  0.087
H  -1.314  -2.020  -2.135  0.088
H  -2.144  -2.756  1.458  0.141
H  -0.669  -3.001  0.505  0.108
H  -2.832  3.940  -0.397  0.110
H  -5.426  4.731  -0.522  0.102
H  -6.853  2.448  -0.104  0.122
H  4.011  1.780  0.712  0.119
H  6.221  1.353  1.422  0.123
H  5.809  -0.377  1.567  0.113
H  7.331  -0.044  -0.328  0.118
H  5.745  -0.604  -0.878  0.110
H  6.685  2.315  -0.908  0.122
H  5.140  1.708  -1.554  0.115
H  6.498  0.470  -3.018  0.088
H  3.065  -3.340  1.024  0.109
H  -4.717  -0.592  -0.422  0.126
H  -4.216  -1.532  1.003  0.144

=====

DFT (ωB97M-V/def2-TZVPD) results for C21H22N4O4S in the gas phase in a non-equilibrium geometry.

The value obtained for the total energy is -1731.658810 a.u. Its spin multiplicity is 1. The LUMO energy comes out at 0.608 eV. The HOMO-LUMO gap comes out at 9.13 eV.

Each line ends with the Löwdin charge.
CARTESIAN COORDINATES (ANGSTROEM)
O  0.646  0.356  -3.633  0.065
C  -0.223  0.321  -2.788  -0.487
C  -1.158  -0.889  -2.611  -0.037
N  -0.941  -1.600  -1.361  -0.030
C  -0.073  -2.763  -1.365  -0.092
C  1.188  -2.602  -0.545  -0.227
C  1.683  -3.681  0.177  -0.055
C  2.839  -3.554  0.926  -0.080
C  3.508  -2.342  0.964  -0.078
C  3.024  -1.266  0.242  -0.060
C  1.874  -1.395  -0.515  -0.016
C  -1.564  -1.134  -0.260  -0.412
O  -2.246  -0.114  -0.315  0.031
C  -1.402  -1.904  1.034  -0.058
C  -1.635  -0.966  2.226  -0.074
C  -0.607  0.135  2.119  -0.443
O  0.586  -0.056  2.201  0.095
N  -1.055  1.405  1.836  0.121
C  -2.323  1.865  1.629  -0.619
N  -3.411  1.417  2.142  0.049
C  -4.493  2.118  1.724  -0.234
C  -4.239  3.148  0.883  -0.401
S  -2.548  3.258  0.566  1.040
N  -0.499  1.322  -1.936  0.095
C  0.270  2.552  -1.911  -0.088
C  1.406  2.498  -0.942  -0.251
C  2.728  2.225  -1.127  -0.017
C  3.336  2.312  0.151  -0.071
C  2.340  2.624  1.019  -0.112
O  1.166  2.743  0.370  -0.001
H  -2.192  -0.529  -2.622  0.135
H  -1.000  -1.569  -3.448  0.130
H  0.215  -2.951  -2.404  0.137
H  -0.632  -3.638  -1.012  0.131
H  1.156  -4.625  0.156  0.112
H  3.211  -4.399  1.486  0.102
H  4.403  -2.238  1.558  0.102
H  3.539  -0.319  0.267  0.086
H  1.510  -0.553  -1.082  0.099
H  -2.130  -2.720  1.051  0.137
H  -0.398  -2.321  1.106  0.102
H  -2.641  -0.553  2.211  0.089
H  -1.470  -1.513  3.155  0.132
H  -0.310  2.043  1.562  0.113
H  -5.463  1.828  2.085  0.104
H  -4.923  3.840  0.437  0.055
H  -1.231  1.177  -1.246  0.091
H  -0.404  3.373  -1.652  0.109
H  0.677  2.700  -2.915  0.133
H  3.203  1.988  -2.056  0.120
H  4.372  2.170  0.384  0.105
H  2.332  2.774  2.080  0.127

=====

DFT (ωB97M-V/def2-TZVPD) results for a molecular structure, C21H22N6O7S2Se2Te2V in a non-equilibrium geometry.

The value obtained for the total energy is -8748.118864 a.u. Its spin multiplicity is 2. Its expectation value of S² is 0.827. The LUMO energy (alpha / beta) comes out at 4.040 / 4.040 eV. Its charge is -2. The HOMO-LUMO gap (alpha / beta) comes out at 5.50 / 5.51 eV.

Each line ends with the Löwdin spin population.
CARTESIAN COORDINATES (ANGSTROEM)
V  -0.872  -0.057  1.615  1.120
O  0.255  3.512  3.030  0.000
C  0.082  2.729  1.901  -0.002
O  0.455  1.460  2.025  -0.013
C  0.668  3.487  0.711  0.000
O  0.540  2.713  -0.462  -0.001
C  -0.777  2.227  -0.670  -0.009
C  -1.469  1.801  0.605  -0.067
O  -1.393  2.701  1.616  -0.008
O  -2.383  0.928  0.586  -0.033
H  -0.001  2.955  3.779  0.000
H  1.733  3.664  0.864  0.000
H  0.143  4.445  0.619  0.000
H  -0.694  1.399  -1.362  0.000
H  -1.417  3.015  -1.102  -0.003
Se  -1.625  0.532  4.178  0.001
Te  -0.968  -0.030  6.536  0.003
Te  -5.000  -1.847  4.190  0.001
Se  -2.735  -1.318  3.198  -0.005
N  6.717  1.670  -1.061  0.000
C  5.456  1.042  -1.094  0.000
C  4.416  1.511  -0.295  0.000
C  3.168  0.915  -0.342  0.000
C  2.952  -0.157  -1.196  0.001
C  3.978  -0.633  -1.995  0.000
C  5.225  -0.031  -1.951  0.000
S  1.366  -0.941  -1.241  0.001
O  1.585  -2.317  -1.603  -0.001
O  0.519  -0.164  -2.115  0.000
N  0.812  -0.752  0.259  0.006
C  1.416  -1.413  1.284  0.005
N  2.581  -2.061  1.228  0.000
C  2.964  -2.644  2.361  0.003
C  2.242  -2.608  3.542  -0.001
C  1.052  -1.893  3.516  0.002
N  0.662  -1.305  2.401  -0.001
H  6.910  2.121  -0.180  0.000
H  7.473  1.054  -1.318  0.000
H  4.592  2.341  0.381  0.000
H  2.359  1.263  0.291  0.000
H  3.798  -1.492  -2.628  0.000
H  6.032  -0.403  -2.574  0.000
H  3.914  -3.170  2.315  0.000
H  2.587  -3.098  4.439  0.000
H  0.411  -1.766  4.384  0.000
N  -4.213  -2.919  0.832  0.000
C  -3.550  -2.329  -0.190  0.001
S  -1.931  -2.619  -0.467  0.001
N  -4.355  -1.539  -0.958  0.000
C  -4.059  -0.923  -2.193  0.000
C  -5.054  -0.918  -3.166  0.000
C  -4.830  -0.320  -4.397  0.000
C  -3.602  0.262  -4.673  0.000
C  -2.615  0.264  -3.696  0.000
C  -2.841  -0.305  -2.454  0.000
H  -3.616  -3.393  1.494  0.000
H  -4.960  -2.416  1.307  0.000
H  -5.341  -1.652  -0.782  0.000
H  -6.007  -1.393  -2.957  0.000
H  -5.616  -0.323  -5.144  0.000
H  -3.414  0.707  -5.643  0.000
H  -1.645  0.707  -3.888  0.000
H  -2.082  -0.276  -1.693  0.000

=====

DFT (ωB97M-V/def2-TZVPD) results for 2 unconnected molecules or ions with the total composition C21H22NSi in a non-equilibrium geometry.

The value obtained for the total energy is -1157.372731 a.u. Its spin multiplicity is 1. The LUMO energy comes out at -6.447 eV. Its charge is +1. The HOMO-LUMO gap comes out at 3.64 eV.

Each line ends with the Löwdin charge.
CARTESIAN COORDINATES (ANGSTROEM)
C  -1.161  5.210  9.835  -0.198
Si  -0.724  3.426  10.167  1.039
H  1.657  2.335  8.136  0.095
C  0.112  3.169  11.779  -0.359
C  -0.718  2.873  12.892  -0.091
C  -0.144  2.767  14.166  -0.052
C  1.245  2.909  14.330  -0.038
C  2.076  3.140  13.218  -0.054
C  1.523  3.251  11.934  -0.089
H  -1.668  5.334  8.856  0.046
H  -1.827  5.591  10.632  0.069
H  -0.221  5.795  9.828  0.052
H  -1.820  2.444  9.917  0.000
H  -1.801  2.771  12.748  0.109
H  -0.788  2.574  15.030  0.120
H  1.687  2.799  15.324  0.120
H  3.159  3.236  13.342  0.119
H  2.155  3.452  11.060  0.104
C  1.165  3.285  6.265  -0.077
C  1.916  2.254  7.087  -0.192
N  1.788  0.865  6.689  -0.006
C  2.777  -0.045  7.024  -0.175
C  4.043  0.275  7.480  -0.018
C  4.917  -0.788  7.742  -0.075
C  4.489  -2.116  7.589  -0.080
C  3.182  -2.420  7.164  -0.006
C  2.303  -1.373  6.877  -0.097
C  0.927  -1.258  6.422  -0.095
C  0.643  0.146  6.328  -0.148
C  -0.573  0.625  5.902  -0.023
C  -1.547  -0.317  5.529  -0.075
C  -1.297  -1.696  5.616  -0.079
C  -0.056  -2.171  6.064  -0.012
H  1.782  4.188  6.312  0.083
H  1.058  3.004  5.221  0.091
H  0.187  3.532  6.667  0.051
H  2.989  2.467  7.035  0.106
H  4.315  1.316  7.633  0.097
H  5.927  -0.563  8.071  0.104
H  5.204  -2.918  7.791  0.106
H  2.864  -3.453  7.007  0.116
H  -0.731  1.698  5.869  0.085
H  -2.498  0.046  5.162  0.100
H  -2.076  -2.390  5.293  0.107
H  0.170  -3.240  6.081  0.120

=====

DFT (ωB97M-V/def2-TZVPD) results for a molecular structure, C21H23BrClN3O2PRe in a non-equilibrium geometry.

The value obtained for the total energy is -4581.999576 a.u. Its spin multiplicity is 1. The LUMO energy comes out at -8.257 eV. Its charge is +2. The HOMO-LUMO gap comes out at 6.11 eV.

Each line ends with the Löwdin charge.
CARTESIAN COORDINATES (ANGSTROEM)
Re  0.385  1.014  0.508  1.158
Br  2.902  0.561  3.030  0.892
C  2.245  -1.105  3.702  -0.545
C  2.959  -1.779  4.669  -0.080
C  2.465  -2.998  5.125  -0.026
C  1.285  -3.523  4.619  -0.033
C  0.573  -2.836  3.648  0.008
C  1.056  -1.618  3.194  -0.191
C  0.410  -0.801  2.159  -0.581
O  -0.409  0.128  2.375  -0.053
O  0.853  -0.898  0.919  -0.144
H  3.879  -1.368  5.061  0.119
H  3.016  -3.540  5.882  0.126
H  0.914  -4.472  4.982  0.124
H  -0.353  -3.240  3.258  0.131
C  -3.854  -1.717  -1.127  -0.146
N  -4.111  -0.568  -0.256  -0.135
C  -4.647  0.538  -1.056  -0.147
N  -3.765  0.911  -2.167  -0.136
C  -3.522  -0.268  -3.003  -0.147
N  -2.956  -1.382  -2.236  -0.139
C  -1.587  -1.182  -1.840  -0.251
P  -1.589  0.286  -0.675  0.961
C  -2.942  -0.196  0.515  -0.271
C  -2.529  1.510  -1.712  -0.293
H  -4.801  -2.052  -1.544  0.143
H  -3.426  -2.532  -0.543  0.139
H  -4.816  1.404  -0.416  0.139
H  -5.603  0.224  -1.468  0.143
H  -2.853  -0.007  -3.823  0.138
H  -4.472  -0.595  -3.423  0.143
H  -0.954  -0.951  -2.697  0.107
H  -1.183  -2.054  -1.326  0.107
H  -3.155  0.647  1.174  0.107
H  -2.610  -1.031  1.131  0.099
H  -1.913  1.806  -2.563  0.106
H  -2.738  2.399  -1.116  0.075
Cl  -0.719  3.214  0.615  0.709
C  0.768  2.855  1.470  -0.592
H  0.591  2.778  2.540  0.037
H  1.577  3.513  1.185  0.051
C  1.528  1.366  -0.857  -0.077
C  2.649  1.506  -1.679  -0.286
C  2.583  1.713  -3.067  -0.011
C  3.748  1.782  -3.795  -0.034
C  4.979  1.651  -3.155  -0.006
C  5.060  1.458  -1.779  -0.031
C  3.905  1.385  -1.033  -0.008
H  1.620  1.823  -3.551  0.123
H  3.707  1.942  -4.863  0.125
H  5.889  1.703  -3.739  0.128
H  6.022  1.365  -1.295  0.125
H  3.941  1.230  0.040  0.096

=====

DFT (ωB97M-V/def2-TZVPD) results for a molecular structure, C21H23CoN5O2S in a non-equilibrium geometry.

The value obtained for the total energy is -3018.983820 a.u. Its spin multiplicity is 1. The LUMO energy (alpha / beta) comes out at -4.913 / -4.913 eV. Its charge is +1. The HOMO-LUMO gap (alpha / beta) comes out at 5.64 / 5.64 eV.

Each line ends with the Löwdin charge.
CARTESIAN COORDINATES (ANGSTROEM)
Co  0.140  0.102  1.110  0.535
C  -0.638  4.588  2.084  -0.060
C  -0.038  3.827  0.901  -0.355
C  0.885  4.740  0.083  -0.048
C  0.688  2.568  1.338  -0.171
C  1.639  1.963  0.521  0.008
C  2.361  0.839  0.931  -0.025
C  2.166  0.271  2.186  -0.276
C  3.001  -0.877  2.675  0.000
C  1.142  0.827  2.991  -0.044
C  0.433  1.946  2.574  -0.015
H  -1.058  5.529  1.731  0.089
H  0.125  4.824  2.830  0.100
H  -1.446  4.042  2.573  0.076
H  -0.860  3.510  0.249  0.148
H  1.806  4.956  0.631  0.101
H  0.380  5.686  -0.109  0.089
H  1.148  4.315  -0.885  0.081
H  1.830  2.353  -0.469  0.139
H  3.086  0.405  0.258  0.128
H  2.577  -1.832  2.357  0.089
H  3.048  -0.881  3.762  0.097
H  4.012  -0.807  2.276  0.100
H  0.941  0.401  3.965  0.145
H  -0.326  2.342  3.234  0.129
N  -0.619  -6.107  -2.886  0.132
C  -0.271  -4.800  -2.717  -0.300
C  0.668  -4.437  -1.738  -0.014
C  1.023  -3.121  -1.570  -0.063
C  0.439  -2.142  -2.375  -0.323
C  -0.500  -2.481  -3.344  -0.055
C  -0.843  -3.802  -3.519  -0.015
S  0.798  -0.484  -2.074  0.653
O  0.314  0.339  -3.133  -0.253
O  2.142  -0.349  -1.582  -0.298
N  -0.101  -0.026  -0.728  -0.104
C  -1.443  0.136  -0.657  -0.433
N  -1.690  0.581  0.593  0.070
C  -2.964  0.717  0.978  -0.057
C  -3.972  0.490  0.078  -0.019
C  -3.603  0.033  -1.195  -0.055
N  -2.346  -0.178  -1.569  0.191
H  -0.186  -6.830  -2.344  0.104
H  -1.265  -6.381  -3.602  0.104
H  1.104  -5.204  -1.111  0.119
H  1.764  -2.842  -0.832  0.112
H  -0.939  -1.703  -3.956  0.117
H  -1.560  -4.079  -4.282  0.117
H  -3.150  1.043  1.994  0.132
H  -5.006  0.638  0.352  0.115
H  -4.360  -0.204  -1.933  0.127
N  -0.329  -2.780  1.791  0.078
C  -0.146  -1.664  1.565  -0.242